Formula: C17H21BN6O3SSn
Source: the Open Molecules 2025 dataset
Level of theory: ωB97M-V/def2-TZVPD

Each line ends with the Löwdin charge.
Element x y z (Å)
C: 3.094 0.021 -1.502  -0.03
N: 1.802 0.031 -1.915  -0.08
N: 1.800 -0.166 -3.292  -0.02
C: 3.075 -0.322 -3.702  0.04
C: 3.912 -0.211 -2.602  0.05
B: 0.496 -0.097 -4.182  -0.41
N: -0.554 -1.246 -3.876  -0.02
N: -1.245 -1.341 -2.688  -0.09
C: -2.124 -2.367 -2.774  -0.03
C: -2.003 -2.926 -4.042  0.05
C: -1.015 -2.201 -4.707  0.05
Sn: -0.215 -0.201 -1.083  1.69
N: -0.209 1.240 -3.778  0.06
N: -0.602 1.455 -2.479  -0.01
C: -1.186 2.669 -2.414  0.07
C: -1.146 3.243 -3.680  0.18
C: -0.525 2.322 -4.516  0.13
H: -1.592 3.072 -1.491  0.17
H: -0.284 2.355 -5.576  0.19
H: -1.524 4.221 -3.968  0.18
H: 0.790 -0.116 -5.348  0.15
H: -0.582 -2.283 -5.702  0.17
H: 3.274 -0.514 -4.758  0.17
H: -2.550 -3.775 -4.443  0.15
H: 5.000 -0.313 -2.610  0.15
H: -2.797 -2.642 -1.965  0.15
H: 3.397 0.199 -0.472  0.14
H: -1.946 -0.940 0.509  -0.05
C: -2.116 -1.742 1.249  0.00
H: -2.967 -2.355 0.920  0.06
H: -1.207 -2.349 1.351  0.05
H: -2.337 -1.246 2.204  0.06
C: -0.319 0.594 7.562  0.06
C: -0.062 0.534 6.067  -0.12
C: 0.214 -0.684 5.446  0.09
C: 0.461 -0.770 4.081  0.03
C: 0.426 0.388 3.308  -0.19
C: 0.150 1.618 3.899  0.03
C: -0.092 1.678 5.266  0.07
S: 0.942 0.373 1.596  0.55
O: 1.896 1.404 1.338  -0.20
O: 1.251 -1.009 1.257  -0.29
O: -0.388 0.740 0.852  -0.40
H: -1.179 -0.029 7.853  0.14
H: 0.538 0.220 8.141  0.14
H: -0.523 1.621 7.890  0.11
H: 0.240 -1.574 6.073  0.16
H: 0.693 -1.732 3.644  0.14
H: 0.142 2.524 3.308  0.14
H: -0.307 2.627 5.753  0.16

Summary:
Gap between HOMO and LUMO (alpha / beta)   4.3 / 5.6 eV
Net charge   +4
LUMO (alpha / beta)   -17.159 / -15.777 eV

Formula: C30H33F9O30
Source: the Open Molecules 2025 dataset
Level of theory: ωB97M-V/def2-TZVPD

Each line ends with the Löwdin charge.
Element x y z (Å)
O: 4.720 1.636 5.187  0.10
C: 4.335 1.131 4.100  -0.45
O: 4.536 1.566 2.814  0.06
C: 3.857 0.704 1.898  -0.06
C: 3.774 -0.531 2.708  -0.36
F: 4.938 -1.192 2.660  0.10
O: 3.649 -0.033 3.984  0.13
H: 2.871 1.115 1.680  0.14
H: 4.440 0.663 0.978  0.13
H: 2.942 -1.141 2.356  0.15
O: -3.218 0.740 -3.502  0.14
C: -2.937 0.803 -4.700  -0.49
O: -3.821 0.892 -5.679  0.11
C: -3.078 0.760 -6.866  -0.07
C: -1.628 1.243 -6.516  -0.30
F: -1.697 2.551 -6.447  0.10
O: -1.638 0.763 -5.196  0.09
H: -2.996 -0.286 -7.159  0.13
H: -3.668 1.105 -7.716  0.14
H: -0.684 1.034 -7.019  0.18
O: -3.994 -0.930 -0.399  0.13
C: -4.286 -0.530 0.739  -0.58
O: -5.240 -0.993 1.517  0.09
C: -5.258 -0.390 2.818  0.00
C: -3.791 0.160 2.833  -0.31
F: -2.992 -0.705 3.417  0.09
O: -3.466 0.164 1.465  0.12
H: -5.898 0.484 2.940  0.13
H: -5.497 -1.127 3.584  0.14
H: -3.611 1.093 3.367  0.17
O: 2.782 -0.590 -0.907  0.10
C: 1.577 -0.306 -1.011  -0.52
O: 0.658 -1.072 -1.588  0.04
C: -0.592 -0.304 -1.937  0.05
C: -0.426 0.700 -0.710  -0.27
F: -0.798 -0.007 0.355  0.08
O: 0.982 0.830 -0.604  0.11
H: -0.638 0.227 -2.888  0.11
H: -1.495 -0.894 -1.773  0.12
H: -0.932 1.665 -0.731  0.16
O: -2.431 3.527 -2.394  0.12
C: -3.401 3.503 -1.625  -0.63
O: -4.653 3.327 -2.039  0.09
C: -5.518 3.821 -0.930  -0.02
C: -4.670 3.601 0.239  -0.29
F: -4.737 2.355 0.721  0.12
O: -3.416 3.739 -0.399  0.18
H: -5.675 4.884 -1.110  0.14
H: -6.523 3.401 -0.911  0.15
H: -4.767 4.405 0.968  0.18
O: 3.858 4.098 -0.375  0.11
C: 4.437 3.230 -1.091  -0.43
O: 4.299 3.245 -2.388  0.12
C: 5.180 2.323 -2.866  -0.10
C: 5.540 1.406 -1.740  -0.30
F: 6.849 0.907 -1.924  0.05
O: 5.271 2.187 -0.652  0.13
H: 4.604 1.753 -3.595  0.15
H: 5.968 2.887 -3.364  0.15
H: 4.815 0.592 -1.746  0.15
O: 4.717 -4.658 -0.891  0.21
C: 3.810 -4.505 -1.600  -0.60
O: 3.753 -3.689 -2.666  0.09
C: 2.423 -3.751 -3.226  -0.04
C: 1.788 -4.977 -2.604  -0.38
F: 1.853 -5.943 -3.417  0.15
O: 2.660 -5.193 -1.502  0.13
H: 1.907 -2.793 -3.165  0.12
H: 2.464 -3.918 -4.302  0.14
H: 0.733 -4.789 -2.408  0.17
O: -5.692 -4.771 0.899  0.14
C: -4.483 -4.577 0.905  -0.46
O: -3.642 -4.842 1.930  0.07
C: -2.484 -4.080 1.788  -0.07
C: -2.334 -3.854 0.251  -0.26
F: -1.618 -4.870 -0.252  0.08
O: -3.742 -3.894 -0.079  0.09
H: -2.536 -3.150 2.355  0.13
H: -1.766 -4.748 2.263  0.14
H: -1.890 -2.891 -0.004  0.16
O: 0.784 3.631 0.262  0.11
C: 1.354 4.197 1.218  -0.46
O: 1.133 5.453 1.706  0.07
C: 2.198 5.779 2.603  -0.05
C: 2.701 4.408 3.132  -0.29
F: 2.069 3.829 4.132  0.10
O: 2.346 3.586 1.982  0.06
H: 2.970 6.417 2.171  0.14
H: 1.792 6.330 3.451  0.13
H: 3.751 4.382 3.425  0.17
C: 1.467 -4.174 1.786  -0.02
O: 0.655 -3.973 2.969  -0.02
C: 0.355 -2.682 3.253  -0.58
O: 0.421 -1.766 2.445  0.10
O: 0.037 -2.592 4.556  0.00
C: -0.346 -1.341 5.238  0.01
H: 0.960 -3.937 0.850  0.08
H: 1.765 -5.215 1.662  0.10
H: 2.363 -3.566 1.904  0.09
H: -0.865 -1.605 6.160  0.10
H: -1.103 -0.834 4.640  0.06
H: 0.463 -0.619 5.353  0.10

Summary:
Energy above the lowest of the compared OMol25 structures with the same formula, charge and spin   4.2978 eV
Gap between HOMO and LUMO   10.7 eV
LUMO   -0.040 eV

no.,largest force on an atom (eV/Å)
1,3.6
2,7.0